# 1
18
Properties=species:S:1:pos:R:3:forces:R:3 method="wB97M-V/def2-TZVPD" e_lumo_ev="-1.052 / -1.963" multiplicity=1 homo_energy_ev="-8.65 / -7.39" total_charge=0 orbital_gap_ev="7.597 / 5.424" max_force_ev_per_a=4.05
C 0.3488 0.2022 1.4113 -0.4 -0.2 1.5
C 0.8155 -0.5431 -3.3116 -1.0 1.3 -1.5
C 1.2068 1.0035 2.3237 -3.4 0.1 1.3
C -1.2128 -0.2879 -1.6768 -0.5 0.9 0.2
C 0.0825 -0.3014 -0.8432 -2.4 -1.1 -1.4
C -0.9927 -0.2867 1.7961 -0.7 -1.4 -0.6
N 0.7298 0.0373 0.1676 2.4 -0.2 -0.8
N 0.1023 -0.5794 -2.1680 0.4 0.2 1.3
O 0.3067 -0.4129 -4.4108 0.7 -0.5 1.0
S 1.6733 -0.0760 3.6614 0.1 -0.5 -0.5
H 1.8454 -0.5133 -3.0458 1.4 -0.3 -0.4
H 1.9111 1.4247 1.7534 3.4 1.2 -1.9
H 0.6266 1.8700 2.6612 -0.2 -0.2 0.4
H -1.9846 -1.0158 -1.9636 0.3 0.0 1.0
H -1.5468 0.7607 -1.7523 0.0 -0.4 -0.6
H -1.2210 -1.0792 0.9906 -0.1 0.9 1.6
H -1.7077 0.5766 1.5783 0.5 -1.1 0.9
H -0.9833 -0.7793 2.8286 -0.5 1.2 -1.5

***

# 2
18
Properties=species:S:1:pos:R:3:forces:R:3 method="wB97M-V/def2-TZVPD" e_lumo_ev=-7.015 multiplicity=1 homo_energy_ev=-13.77 total_charge=+1 orbital_gap_ev=6.751 max_force_ev_per_a=3.61
C -3.6850 0.8008 0.7220 1.7 1.8 -0.4
C -3.8244 -0.3701 0.0427 1.0 -0.5 -0.4
C -1.7377 0.2734 -0.0290 0.1 0.9 0.0
C 0.6701 1.2027 -0.5465 -0.1 1.8 -2.1
C 2.5493 0.3392 0.4798 1.8 -2.0 0.3
C -0.3316 0.2218 -0.3436 -1.1 -2.8 2.0
N -2.3930 1.2730 0.5788 -0.4 -2.0 -0.2
N 1.9650 1.1886 -0.4849 -2.7 0.6 0.1
N 1.6909 -0.6661 1.1149 0.8 2.3 -1.1
O -2.6080 -0.7926 -0.3428 0.7 1.1 -0.2
H -4.3544 1.4594 1.2158 -0.9 0.0 0.2
H -4.6731 -0.8979 -0.3635 0.0 -0.3 0.5
H 0.1590 1.9960 -1.1683 1.0 -0.2 0.5
H 3.3742 -0.2422 -0.0960 -1.0 1.0 1.0
H 3.0609 1.0342 1.1996 -0.4 -0.9 -0.5
H 0.0392 -0.8087 -0.4257 -0.5 0.4 -0.7
H 1.6562 -1.5609 0.6765 -0.2 -0.4 0.6
H 1.2417 -0.3541 1.9526 -0.2 -0.9 0.4

***

# 3
21
Properties=species:S:1:pos:R:3:forces:R:3 method="wB97M-V/def2-TZVPD" e_lumo_ev=3.216 multiplicity=1 homo_energy_ev=-4.59 total_charge=-1 orbital_gap_ev=7.803 max_force_ev_per_a=4.77
C 2.1309 -1.1747 -0.7080 -0.6 -0.4 -0.3
C 0.6456 0.7228 -0.1842 -0.7 4.1 1.1
C 2.1584 -1.4757 0.5889 0.4 0.3 -0.8
C 0.7418 0.2996 1.2374 -0.9 1.8 0.6
C 1.0629 -0.2262 -1.1897 0.1 -3.0 -3.7
C 1.3687 -0.7838 1.5837 0.7 -2.3 2.5
N -1.5151 1.9994 -0.5229 -0.4 1.9 -0.4
N -0.8225 0.9548 -0.4298 -0.1 0.7 0.6
N -1.3916 -0.1458 -0.4472 -1.3 -2.6 0.1
O -3.7317 0.3549 -1.2674 0.4 0.5 0.8
O -3.4003 -1.4531 0.2546 0.8 0.5 0.3
O -3.0687 0.8281 1.1247 -0.3 -0.7 -0.6
S -3.0477 -0.0654 -0.0425 -1.9 -0.7 -0.4
H 2.8243 -1.6653 -1.4225 -0.6 0.5 0.5
H 1.0716 1.7977 -0.2963 -0.2 -1.7 0.0
H 2.9472 -2.0694 0.9383 0.9 -1.2 0.5
H 0.3047 0.9867 1.9679 -0.2 -0.4 -0.3
H 1.4799 0.3013 -2.0404 0.0 0.3 -0.3
H 0.0761 -0.8250 -1.7043 2.8 1.4 1.9
H 1.3906 -1.2388 2.6657 -0.1 1.3 -2.1
H -1.2248 2.8779 -0.1060 1.3 -0.3 -0.1

***

# 4
18
Properties=species:S:1:pos:R:3:forces:R:3 method="wB97M-V/def2-TZVPD" e_lumo_ev=0.856 multiplicity=1 homo_energy_ev=-7.55 total_charge=0 orbital_gap_ev=8.405 max_force_ev_per_a=4.99
C 1.8426 -1.4124 -0.0841 1.0 -0.3 0.3
C 0.6904 -2.1920 -0.1586 -0.2 -2.8 -0.2
C 1.4588 -0.0801 0.0348 2.1 1.8 -1.5
C 0.1216 0.0008 -0.0418 -4.6 -1.5 1.1
C 2.3738 1.1156 0.0930 -2.2 -0.7 3.2
C -3.3464 0.3158 -0.0373 -1.7 2.4 -0.1
N -1.7019 -1.3812 0.0135 0.3 -0.9 -0.7
N -1.0413 0.7566 0.1978 2.0 -0.2 -1.1
N -0.3564 -1.3790 -0.1142 -1.0 3.9 0.3
N -2.0070 -0.1093 0.1047 1.7 -0.8 0.3
H 2.9384 -1.6595 -0.0356 -1.6 -0.3 -0.3
H 0.4238 -3.2521 -0.3092 0.9 0.6 0.2
H 2.4107 1.1796 1.2091 1.1 0.7 -0.7
H 3.2982 1.0440 -0.3611 1.9 -0.6 -0.7
H 1.9277 2.0291 -0.2138 -0.7 0.6 -0.5
H -3.4429 1.3529 0.4193 0.2 -1.5 -0.3
H -4.0729 -0.3695 0.3567 0.1 -0.4 0.6
H -3.6637 0.4580 -1.0808 0.7 -0.2 0.0

***

Results for calculated total energy: -22209.291, -12858.626, -27796.248, -12308.710 (in eV, following the order of the records).
Results for relative energy (zero: lowest compared OMol25 entry of this formula, charge and spin): 131.0, 106.0, 74.3, 78.4 (in kcal per mole, following the order of the records).